# 1
C26H26BrCoN2OP2Te4 | ωB97M-V/def2-TZVPD

Structure (XYZ):
```
63
C26H26BrCoN2OP2Te4 ωB97M-V/def2-TZVPD
H 2.156 0.895 -3.102
C 1.751 -2.334 2.353
H -4.576 1.343 0.335
H -5.877 -1.558 -2.499
C -5.078 -1.104 -1.923
H 1.376 -1.600 3.065
H 2.478 -2.562 -1.372
H 2.768 -2.637 2.603
C -0.988 2.290 1.644
Te -1.558 -4.410 -0.638
H 0.422 0.477 -3.231
H -0.267 2.929 -1.659
H 1.823 -3.796 -0.280
C -2.735 -1.076 -1.285
C -2.021 1.744 0.852
H -1.794 4.291 1.523
P 0.953 1.005 -0.940
H 3.429 -3.091 0.024
C -3.776 -2.770 -3.014
H -3.204 -4.174 -4.434
C -4.353 0.543 -0.358
C 0.095 1.501 2.172
O 0.134 0.192 2.026
C -3.067 0.028 -0.419
H 3.299 2.836 -0.674
C 4.689 1.831 0.596
H 4.256 -1.236 1.936
C 1.323 0.377 -2.623
Br 0.020 6.159 2.892
C -5.365 -0.031 -1.123
H 5.881 0.603 1.894
C -3.778 -1.657 -2.056
H 0.218 -2.591 -1.447
Te -1.969 -2.840 1.568
Te -2.451 -4.540 3.438
C 4.960 0.686 1.330
C 2.572 0.897 -0.103
C -2.876 -3.356 -3.805
H 5.397 2.651 0.585
H 1.550 -0.688 -2.560
H -4.780 -3.175 -3.133
C 1.127 2.155 2.851
C 0.737 2.792 -1.255
C -0.841 -2.574 -1.663
H -6.376 0.351 -1.063
N -2.032 0.489 0.366
Te -0.850 -2.946 -3.815
H -2.792 2.432 0.507
H 0.786 3.324 -0.303
C -0.980 3.684 1.901
H 1.107 -3.214 2.383
Co -0.449 -0.536 0.345
C 3.506 1.931 -0.117
P 1.598 -1.593 0.694
N -1.399 -1.411 -1.188
H 1.464 3.207 -1.957
C 2.841 -0.256 0.650
C 2.419 -2.881 -0.330
C 0.051 4.268 2.594
H 1.948 1.545 3.210
C 1.125 3.527 3.075
C 4.040 -0.350 1.351
H 1.934 4.006 3.610
```

Values from the calculation:
Relative energy (zero: lowest compared OMol25 entry of this formula, charge and spin)   0.123 eV
HOMO-LUMO gap (spin up / spin down)   4.4 / 4.7 eV
DFT total energy   -6902.754072 Ha
Multiplicity   4
Net charge   -1

# 2
C26H26Cl2HgN2P2S2 | ωB97M-V/def2-TZVPD

Structure (XYZ):
```
61
C26H26Cl2HgN2P2S2 ωB97M-V/def2-TZVPD
H -5.723 3.024 1.554
H -1.715 -1.086 4.950
C -5.514 1.964 3.408
H -2.631 -3.130 3.910
H -0.038 -0.971 -4.706
Cl 5.338 -0.709 0.291
P -1.010 1.766 2.352
H -6.656 -2.123 2.872
P -1.057 -1.389 2.044
H 2.068 -0.090 -3.120
H 2.425 0.818 5.773
C 1.279 -2.307 5.925
C -0.197 1.997 3.979
C -2.783 1.904 2.820
H -5.811 -0.515 1.187
C 4.257 0.672 0.617
H 4.223 1.271 -0.285
C -0.732 -1.528 4.864
C -0.598 0.228 1.705
C 1.140 2.424 6.390
C 1.574 1.438 5.518
C 0.011 -1.752 6.014
C -3.272 1.332 3.992
H -4.989 0.901 5.199
H 1.655 2.586 7.330
C -3.754 -0.908 1.624
H 0.135 -1.593 -3.185
H -5.050 -3.433 4.227
C -3.680 2.516 1.951
C -0.621 2.993 4.856
C 1.792 -2.644 4.679
C -4.626 1.359 4.286
C -2.842 -1.619 2.398
H 1.866 -2.473 6.820
H 2.782 -3.079 4.599
H -3.295 2.978 1.050
C 0.038 3.203 6.057
H -2.585 0.871 4.689
S -0.590 -2.678 0.611
C -3.324 -2.537 3.326
C -5.590 -1.989 2.734
H -1.471 3.612 4.592
H -0.305 3.978 6.732
H 1.432 -2.699 2.557
N 1.768 -0.618 -3.929
H 1.230 0.447 3.641
S -0.543 3.298 1.183
H 2.271 -1.499 -3.919
C 1.042 -2.431 3.532
Hg -0.625 0.433 -0.576
H -3.387 -0.199 0.890
H 4.691 1.228 1.439
C -5.117 -1.088 1.789
C -4.690 -2.717 3.498
C 0.907 1.224 4.319
C -5.037 2.544 2.241
C -0.228 -1.866 3.612
H -6.573 1.984 3.633
Cl 2.622 0.189 1.041
H -0.396 -1.476 6.979
N 0.364 -0.816 -3.794
```

Values from the calculation:
Relative energy (zero: lowest compared OMol25 entry of this formula, charge and spin)   0.000 eV
HOMO-LUMO gap (spin up / spin down)   6.3 / 6.4 eV
DFT total energy   -3668.811744 Ha
Multiplicity   2
Net charge   -1

# 3
C26H26F3N6OPtS2 | ωB97M-V/def2-TZVPD

Structure (XYZ):
```
65
C26H26F3N6OPtS2 ωB97M-V/def2-TZVPD
H 3.948 1.250 0.512
H 0.973 -0.394 -3.933
C -2.434 2.510 1.231
S 1.129 -2.250 -1.591
C 0.134 0.886 -2.446
F -1.033 -4.159 -0.193
C -3.026 1.899 0.137
C -2.131 -1.564 2.813
H 1.616 3.553 -1.025
C -3.090 4.661 0.424
C -2.630 -1.845 4.076
H -4.160 4.677 -1.436
H -2.967 0.824 0.057
H 5.177 -2.934 -0.395
H 3.406 2.877 -2.595
N 3.014 -1.254 -0.061
C 2.303 1.215 -3.384
F -2.707 -4.359 -1.535
C 3.626 -0.790 1.175
N -4.419 0.801 -2.253
H 3.339 -1.172 -2.111
H 5.255 -2.768 -2.154
H -3.697 -1.950 4.222
H -2.151 -2.207 6.138
C 1.475 2.701 -1.678
C -1.761 -1.991 5.150
C -0.393 -1.865 4.954
C 0.105 -1.598 3.686
H -3.119 5.740 0.519
C 1.128 0.481 -3.319
C 4.587 -2.729 -1.291
N -4.290 2.144 -1.954
H 3.086 0.913 -4.068
C 2.480 2.317 -2.557
C -2.454 3.891 1.389
H -1.943 1.878 1.961
H -0.505 2.258 -0.935
H 0.288 -1.977 5.788
C 0.286 1.990 -1.623
H 2.447 0.992 1.412
N -2.101 0.809 -2.339
N 1.046 -1.324 1.035
C 3.906 -1.370 -1.204
C 3.500 0.717 1.354
H -5.092 2.663 -2.261
H 3.156 -1.307 2.009
C -0.272 -1.120 1.219
H -2.789 -1.444 1.962
Pt -1.162 -1.981 -2.005
C -3.352 0.089 -2.330
C -3.683 4.066 -0.678
H 4.678 -1.087 1.142
H 3.999 1.042 2.269
H 4.652 -0.575 -1.107
C -0.761 -1.441 2.611
F -0.718 -4.806 -2.237
S -3.383 -1.636 -2.529
H 1.169 -1.506 3.514
O -1.070 -0.635 0.423
C 1.675 -1.527 -0.100
C -1.418 -3.903 -1.481
N -1.083 0.107 -2.386
H 3.838 -3.514 -1.397
H -1.978 4.355 2.242
C -3.653 2.677 -0.838
```

Values from the calculation:
Relative energy (zero: lowest compared OMol25 entry of this formula, charge and spin)   0.000 eV
HOMO-LUMO gap   6.4 eV
DFT total energy   -2625.548590 Ha
Multiplicity   1
Net charge   -1

# 4
C26H26FN3O2 | ωB97M-V/def2-TZVPD

Structure (XYZ):
```
58
C26H26FN3O2 ωB97M-V/def2-TZVPD
C -1.154 -1.344 3.694
H -3.175 2.392 -0.787
C 0.579 -1.505 2.060
N -0.752 1.738 -3.049
C 0.854 -0.085 -3.392
O 3.145 -0.823 -3.426
C -2.255 2.501 -0.225
H -0.549 -0.271 5.464
H 4.472 -1.944 -2.011
C -2.694 1.629 3.888
H -2.002 3.364 -2.774
H -0.266 3.702 -2.626
C -0.303 -1.074 -3.567
H -4.391 1.519 0.995
H -0.017 -1.857 -4.271
H -2.741 1.361 -3.484
H -0.403 2.861 1.774
N 1.896 -1.265 -1.574
H 5.062 -3.647 1.872
H -0.693 2.330 4.155
C -1.869 0.817 -3.114
H -1.374 -2.347 1.797
C -1.058 2.993 -2.366
H -2.380 -0.996 -4.160
H 1.230 1.818 -2.450
C 4.917 -2.823 -0.101
C -0.266 -0.629 4.485
O 0.971 -1.923 0.819
H -0.211 2.959 -0.340
C -1.527 -0.320 -4.072
H -1.317 0.101 -5.056
H -0.547 -1.553 -2.614
H 2.391 -0.483 2.646
C -3.743 1.393 3.019
C 3.122 -2.846 1.490
C -1.492 2.156 3.452
H 1.125 0.312 -4.374
H -2.118 0.399 -2.121
H 0.976 -1.155 -1.168
H -2.154 -1.552 4.039
C -0.727 -1.786 2.456
C 4.104 -2.199 -1.031
C 1.379 -0.754 2.920
N 0.963 -0.333 4.098
C 4.430 -3.150 1.152
C 2.306 -2.207 0.573
C -1.339 2.446 2.111
H 0.224 0.719 -1.476
F -2.847 1.333 5.197
C 2.791 -1.888 -0.707
C -2.375 2.222 1.201
C 2.098 -0.759 -2.822
C -3.576 1.696 1.682
H 5.937 -3.059 -0.362
C -1.145 2.850 -0.873
C 0.421 1.085 -2.501
H -4.669 0.986 3.393
H 2.731 -3.105 2.463
```

Values from the calculation:
Relative energy (zero: lowest compared OMol25 entry of this formula, charge and spin)   1.058 eV
HOMO-LUMO gap   8.9 eV
SMILES   O=C(Nc1ccccc1Oc1cccnc1)[C@H]1CCCN(C/C=C/c2ccc(F)cc2)C1
DFT total energy   -1420.980291 Ha
Multiplicity   1
Net charge   0